1.
8
Properties=species:S:1:pos:R:3:forces:R:3:lowdin_charge:R:1 method="wB97M-V/def2-TZVPD" mol_weight_g_mol=184.87 de_lowest_ev=2.239 charge=+3 multiplicity=1 e_tot_ha=-454.424472
In -1.5968 -1.4860 1.7040 -5.25 -2.85 5.91 1.727
O 0.6097 -0.0710 -1.3932 -0.38 0.32 0.05 0.361
O -0.4184 -0.9967 0.4334 4.03 1.83 -4.56 0.013
C 0.6250 1.2384 -0.3015 -0.47 -2.26 0.71 0.393
C 0.0258 -0.0890 -0.2303 1.79 0.73 -0.45 -0.322
C 0.2925 1.8785 -1.4692 0.73 3.00 -0.34 0.427
H 1.0980 2.2823 -2.0905 0.22 -0.36 -0.66 0.201
H -0.6794 2.3775 -1.5280 -0.68 -0.40 -0.66 0.200


2.
9
Properties=species:S:1:pos:R:3:forces:R:3:lowdin_charge:R:1 method="wB97M-V/def2-TZVPD" smiles="C=COC=O" mol_weight_g_mol=72.06 de_lowest_ev=3.331 multiplicity=1 e_tot_ha=-267.070375
O 1.4051 -0.5082 1.0125 2.52 0.37 -8.36 -0.056
O 0.3579 -0.3433 -1.0952 2.28 0.19 -1.44 -0.055
C 1.4875 -0.3896 -0.3166 -2.41 0.36 6.23 -0.144
C -1.0545 -0.0455 0.7326 -0.95 4.83 -0.64 0.021
C -0.7985 0.1651 -0.6465 -1.54 -1.57 5.76 -0.178
H -1.5249 0.5918 -1.3627 0.85 -0.63 0.27 0.121
H -0.2771 -0.0288 1.5814 -1.45 -1.20 -2.01 0.073
H -1.8819 0.6516 1.1294 0.44 -1.50 -1.01 0.062
H 2.2865 -0.0933 -1.0350 0.27 -0.85 1.20 0.155


3.
21
Properties=species:S:1:pos:R:3:forces:R:3:mulliken_spin:R:1 method="wB97M-V/def2-TZVPD" mol_weight_g_mol=188.18 s_squared=2.006 de_lowest_ev=5.335 charge=+1 multiplicity=3 e_tot_ha=-1024.143573
S -1.9054 -1.8588 1.6758 -2.66 -9.94 5.34 0.759
O 2.4597 -0.5298 -0.2934 -0.42 -0.23 -4.00 0.003
O -3.0241 -1.1675 1.2145 -4.31 4.27 -3.07 0.149
O 0.0062 -0.2993 -0.6372 0.46 2.16 0.45 0.026
O -1.2732 -2.7544 0.4541 1.05 0.15 -1.53 0.047
O 1.8349 0.2692 -2.3174 0.18 -2.60 -0.39 0.000
O -0.4884 -0.8570 1.6226 6.13 7.78 -2.23 0.191
N -1.6395 1.0321 0.6353 0.26 -0.37 -0.15 0.170
C 1.5256 1.7026 -0.4548 -1.75 0.62 0.17 0.019
C -0.3423 0.2559 0.9240 -0.79 -5.46 -0.36 0.725
C 1.6388 0.2928 -1.0035 1.73 -0.16 0.87 -0.007
H -1.7280 -3.6048 0.2506 0.06 1.02 0.63 -0.016
H 1.6612 1.8491 0.6527 0.05 -0.64 -1.17 -0.010
H -0.1236 -1.2654 -0.7485 -0.02 -0.21 0.74 0.008
H -2.2194 0.5508 -0.1260 0.64 0.87 0.80 -0.009
H -1.2839 1.9738 0.5066 -0.49 0.42 -1.07 -0.058
H -2.2478 1.1181 1.4502 -0.14 -0.65 0.41 -0.001
H 2.1553 -0.6501 -2.7217 -0.90 2.58 1.64 0.000
H 2.2064 2.3608 -0.9805 0.19 -0.06 -0.14 0.006
H 2.3081 -0.4398 0.6062 -0.41 0.29 3.00 -0.001
H 0.4793 2.0217 -0.7097 1.13 0.17 0.07 -0.001


4.
73
Properties=species:S:1:pos:R:3:forces:R:3:lowdin_charge:R:1 method="wB97M-V/def2-TZVPD" mol_weight_g_mol=583.69 charge=-1 multiplicity=1 e_tot_ha=-2235.290844
S 2.5344 1.4701 2.2059 -1.81 0.02 -0.56 0.656
O 3.2635 1.4151 0.9509 1.00 -0.18 0.33 -0.312
O 3.3570 1.8586 -2.2593 0.22 -0.71 0.19 0.116
O 4.3834 0.0223 -1.5020 -0.19 -0.76 -0.59 0.075
O 2.7463 2.5599 3.1336 0.25 0.44 -0.09 -0.348
O 1.1202 -1.3784 0.2399 0.94 -0.11 -1.03 0.074
O 3.1798 -1.7334 -0.4901 0.26 0.14 -0.70 0.040
N -4.7621 5.0835 1.6643 1.68 -0.69 0.25 0.098
N -4.4357 -0.9974 -1.6854 -0.44 -0.28 0.41 -0.087
C -2.3454 -2.7838 -2.5122 0.01 -0.42 -0.29 -0.150
C 2.0045 -1.0335 -0.5319 -0.82 -0.49 0.21 -0.437
C 3.3181 -1.2023 2.4787 0.01 -0.08 -0.08 -0.059
C -4.0221 1.8070 -1.2135 -0.31 0.52 0.00 -0.142
C 3.6852 0.1746 4.4091 -0.01 -0.11 -0.31 -0.065
C -5.2938 1.1056 -0.7551 -0.06 -0.11 -0.01 -0.164
C 4.1333 -2.2069 3.0007 -0.13 0.32 0.32 -0.082
C -3.6980 -3.3181 -2.0682 -0.18 0.05 0.14 -0.173
C 4.7219 -2.0284 4.2546 -0.11 0.26 -0.01 -0.108
C 1.9598 0.1517 -1.3928 0.79 0.02 0.35 -0.078
C -1.5822 1.3110 -1.4536 0.38 -0.59 0.14 0.043
C -2.0766 -1.3907 -2.0373 0.32 0.66 0.31 -0.133
C -1.4524 1.7042 2.3793 -0.10 0.08 -0.15 -0.047
C -0.1842 2.2280 2.0015 0.16 -0.06 -0.26 -0.281
C -3.7230 4.5641 1.8083 -1.48 0.55 -0.20 -0.232
C 4.2251 -1.4096 -1.4521 -0.33 0.79 1.26 -0.513
C -2.5815 2.4918 2.3995 -0.01 -0.21 -0.31 -0.068
C -1.2588 4.3861 1.6280 0.36 -0.06 0.03 -0.057
C -5.5618 -0.0970 -1.6381 -0.09 0.24 -0.16 -0.180
C -0.4911 0.4209 -1.6107 -0.81 -0.02 0.16 -0.185
C -0.1123 3.6162 1.6737 -0.11 -0.12 0.37 -0.036
C -2.5069 3.8136 1.9398 -0.29 0.65 0.26 -0.294
C 0.8348 0.9358 -1.4494 0.16 -0.50 -0.29 0.074
C -4.7778 -2.2740 -2.2655 0.07 0.09 -0.27 -0.179
C -2.8929 0.8568 -1.4445 0.48 -0.59 -0.12 -0.133
C 4.4578 -0.8504 4.9686 -0.02 -0.16 -0.15 -0.099
C -0.7730 -0.9272 -1.9624 -0.21 0.66 0.20 0.038
C 3.2596 0.7591 -1.7650 -0.44 0.89 0.29 -0.447
C -3.1549 -0.5249 -1.6896 0.99 0.60 -0.41 -0.089
C 3.8569 -2.0064 -2.7860 0.18 -0.09 -0.26 0.018
C 0.8861 1.3115 1.8047 0.58 -0.47 0.45 -0.231
C 5.5289 -1.9504 -0.8719 -0.31 0.18 -0.11 0.022
C 3.1335 0.0195 3.1265 0.65 -0.33 0.35 -0.227
H -1.5006 0.6491 2.6402 -0.01 0.23 0.11 0.111
H -4.9602 -2.1332 -3.3461 -0.08 -0.12 0.04 0.131
H 4.8892 -0.7116 5.9636 -0.12 -0.03 -0.32 0.094
H -1.3383 2.3740 -1.3239 -0.33 -0.41 0.19 0.135
H -6.1463 1.7863 -0.8427 0.11 -0.05 0.24 0.116
H 5.7503 -1.4568 0.0788 -0.16 -0.04 -0.16 0.099
H 2.9417 -1.5612 -3.1734 -0.01 -0.01 -0.03 0.090
H -3.6728 -3.6033 -1.0134 0.05 -0.04 -0.04 0.121
H 5.3875 -2.7932 4.6629 -0.23 0.25 -0.04 0.092
H 0.9639 2.0153 -1.4031 0.07 -0.07 -0.52 0.144
H 0.8578 4.0289 1.3911 -0.30 -0.07 0.12 0.114
H -4.2370 2.3434 -2.1517 0.03 -0.03 0.19 0.127
H -5.8016 0.2475 -2.6616 -0.07 -0.04 0.10 0.132
H 0.6737 0.3617 1.3207 -0.10 0.01 0.51 0.054
H -2.3157 -2.8073 -3.6125 0.07 0.03 0.16 0.124
H -1.1839 5.4406 1.3459 -0.17 -0.39 0.00 0.111
H -5.2040 0.7651 0.2840 0.00 0.17 -0.12 0.122
H 3.7122 -3.0823 -2.6673 -0.03 0.08 0.01 0.098
H -3.5409 2.1090 2.7573 0.27 0.02 -0.26 0.112
H -3.7206 2.5597 -0.4764 -0.06 -0.07 -0.13 0.105
H 4.6685 -1.8441 -3.4969 -0.07 0.06 -0.01 0.097
H 6.3371 -1.7401 -1.5770 -0.07 -0.08 0.08 0.092
H 0.0568 -1.5998 -2.2026 -0.36 0.22 0.11 0.128
H 5.4417 -3.0275 -0.7090 0.02 0.11 -0.07 0.092
H 3.5504 1.1092 4.9460 0.00 -0.09 -0.17 0.102
H -5.7260 -2.5813 -1.8053 0.19 -0.12 -0.17 0.119
H 2.8340 -1.3848 1.5363 0.18 0.11 0.21 0.068
H -6.4181 -0.6798 -1.2763 0.06 0.22 -0.04 0.118
H -1.5475 -3.4436 -2.1587 -0.06 0.02 -0.10 0.119
H 4.3186 -3.1068 2.4084 -0.13 0.24 0.25 0.102
H -3.9741 -4.1875 -2.6684 0.08 -0.13 0.19 0.110


5.
41
Properties=species:S:1:pos:R:3:forces:R:3:lowdin_charge:R:1 method="wB97M-V/def2-TZVPD" smiles="O[C@H](CN1CCCCCC1)C1=COc2ccccc2O1" mol_weight_g_mol=275.35 de_lowest_ev=4.042 multiplicity=1 e_tot_ha=-902.668222
O -3.0147 0.4723 -0.2993 0.70 -0.25 0.13 -0.035
O 0.0237 -0.7768 -1.5129 -0.21 -0.02 0.34 0.036
O 0.0613 1.8476 -2.6577 0.28 0.34 -0.37 0.013
N -0.1842 0.0657 2.1200 -0.13 -1.31 -0.55 -0.152
C -1.7109 -0.0055 0.1404 0.19 0.40 -0.92 -0.267
C -1.2554 0.7629 1.3882 0.26 -0.78 0.70 -0.152
C 1.2435 0.1795 1.6625 -1.55 -0.14 -0.36 -0.169
C -0.7456 1.5423 -1.5862 0.18 -4.22 1.31 -0.010
C 0.8921 -0.4594 -2.5461 -0.30 0.18 -0.64 -0.164
C 1.9831 1.3443 2.2405 1.03 0.18 0.93 -0.186
C -0.7830 0.2516 -1.0513 -0.10 3.31 -0.89 -0.164
C 0.8868 0.8350 -3.1233 0.05 -1.30 0.36 -0.172
C 2.6155 0.1033 -4.6684 0.30 -0.76 -0.04 -0.089
C 2.2546 1.1308 3.7704 0.45 1.17 -0.89 -0.203
C -0.4503 -0.0959 3.5689 0.18 0.19 -1.19 -0.181
C -0.2917 1.2627 4.2003 0.08 1.10 1.03 -0.207
C 1.7078 -1.4845 -3.0578 0.85 0.96 0.39 0.001
C 2.6318 -1.1871 -4.0850 -0.92 0.84 0.01 -0.082
C 1.7364 1.0771 -4.1956 -0.10 0.76 0.47 -0.017
C 1.1374 1.6387 4.6628 -0.33 0.69 0.28 -0.216
H 1.7839 -0.7419 1.9277 -0.30 0.09 0.05 0.122
H -0.9515 1.7724 1.1501 -0.15 0.51 -0.31 0.112
H 1.1712 2.7501 4.6953 0.06 -0.58 0.12 0.113
H 1.2509 1.2915 5.7145 0.23 0.13 -0.67 0.112
H 3.2994 0.3589 -5.4997 -0.48 -0.25 0.65 0.108
H -2.1868 0.8130 1.9921 0.78 0.07 0.18 0.132
H -0.8622 1.3171 5.1202 -0.54 0.10 0.16 0.097
H -1.7341 -1.0607 0.4284 0.02 -0.01 -0.35 0.153
H 2.3831 0.0836 3.9744 0.35 -0.61 -0.11 0.089
H -1.4822 -0.5137 3.7158 0.88 0.37 -0.22 0.124
H -0.6670 2.0816 3.5398 0.07 -0.84 0.33 0.114
H 2.9316 1.4416 1.6824 -0.11 -0.14 0.38 0.112
H 0.2665 -0.8141 4.0078 -0.31 0.16 -0.25 0.123
H 1.7294 2.1136 -4.5597 0.10 -0.59 -0.15 0.127
H 1.3081 0.2389 0.5588 -0.53 -0.11 0.47 0.113
H 3.3121 -1.9669 -4.4250 -0.14 0.30 0.02 0.098
H -3.6839 0.2051 0.3365 0.04 -0.07 0.16 0.086
H 1.7892 -2.4370 -2.5172 -0.42 0.40 -0.37 0.122
H 3.2088 1.6499 3.9881 -0.46 -0.34 0.27 0.110
H -1.3986 2.3057 -1.1758 0.34 0.06 -0.48 0.134
H 1.4901 2.3027 2.0711 -0.32 -0.01 0.03 0.112


6.
10
Properties=species:S:1:pos:R:3:forces:R:3:mulliken_spin:R:1 method="wB97M-V/def2-TZVPD" mol_weight_g_mol=96.17 s_squared=0.755 charge=+1 multiplicity=2 e_tot_ha=-792.109885
K -3.3003 -0.7482 1.4439 0.09 0.07 -0.12 0.011
O -0.8901 0.9537 -1.4692 -6.97 -1.18 -0.50 -0.027
C 1.0642 -0.7246 -0.0740 0.11 -0.41 -0.06 -0.029
C -2.0132 0.6698 -1.2339 5.79 1.38 -1.27 0.087
C 0.3690 0.5563 0.2655 3.04 2.18 3.39 0.840
H 2.1451 -0.5931 0.1061 -0.52 0.12 -0.10 -0.002
H -0.3034 1.3151 0.6805 -1.88 -1.80 -0.74 0.012
H 0.8040 -1.5534 0.5956 -0.30 -0.15 -0.38 0.052
H 1.0061 -1.0119 -1.1320 -0.49 -0.16 0.25 0.032
H 1.1187 1.1363 0.8176 1.14 -0.06 -0.47 0.024